Density functional theory data (ωB97M-V/def2-TZVPD) for C19H22N4O3 in the gas phase in a non-equilibrium geometry.

Bonds (Å) are listed after each position.
Positions of all 48 atoms, in Å:
1 O 1.75600 -0.75471 -0.76272  C26 1.220
2 O -2.25404 1.33289 -1.62100  C23 1.225
3 O -0.42937 -0.95788 -4.76641  C24 1.221
4 N 0.78923 -0.90980 -2.84136  C12 1.463, C24 1.379, C26 1.393
5 N -2.73863 3.68738 0.41026  C22 1.404, H32 1.049, H36 1.004
6 N -1.39390 1.26760 0.91076  C8 1.389, C14 1.359, H35 1.022
7 N -1.28282 0.21246 -3.17803  C23 1.343, C24 1.331, H46 1.021
8 C -0.30478 0.58214 0.38870  N6 1.389, C10 1.368, H31 1.093
9 C -0.39184 -4.62748 0.50939  C11 1.507, C21 1.543, H28 1.066, H29 1.093
10 C -0.25785 0.31182 -0.95116  C8 1.368, C23 1.439, C26 1.468
11 C -1.09476 -5.00875 -0.76799  C9 1.507, C20 1.534, H38 1.089, H42 1.089
12 C 1.76427 -1.89532 -3.30986  N4 1.463, C18 1.558, H45 1.104, H47 1.096
13 C -1.92043 4.48726 2.53376  C19 1.399, C22 1.394, H39 1.099
14 C -1.30419 2.26696 1.82795  N6 1.359, C16 1.412, C22 1.411
15 C 1.54199 -4.12536 -1.02855  C17 1.376, C21 1.466, H41 1.085
16 C -0.61248 2.15409 3.05396  C14 1.412, C25 1.371, H30 1.096
17 C 0.68587 -3.80417 -2.05651  C15 1.376, C18 1.484, C20 1.488
18 C 1.21010 -3.34978 -3.36881  C12 1.558, C17 1.484, H34 1.101, H40 1.096
19 C -1.21084 4.33716 3.73039  C13 1.399, C25 1.378, H43 1.086
20 C -0.77760 -4.01175 -1.88962  C11 1.534, C17 1.488, H27 1.090, H48 1.097
21 C 1.12989 -4.68888 0.26035  C9 1.543, C15 1.466, H33 1.103, H44 1.079
22 C -2.00093 3.46940 1.58481  N5 1.404, C13 1.394, C14 1.411
23 C -1.28283 0.64290 -1.90604  O2 1.225, N7 1.343, C10 1.439
24 C -0.31084 -0.58896 -3.60849  O3 1.221, N4 1.379, N7 1.331
25 C -0.54212 3.15945 3.98286  C16 1.371, C19 1.378, H37 1.093
26 C 0.85340 -0.45484 -1.52684  O1 1.220, N4 1.393, C10 1.468
27 H -1.15041 -4.40765 -2.83434  C20 1.090
28 H -0.72929 -3.65605 0.78969  C9 1.066
29 H -0.68747 -5.29321 1.32433  C9 1.093
30 H -0.12267 1.22265 3.36127  C16 1.096
31 H 0.50591 0.35393 1.08474  C8 1.093
32 H -2.56363 3.09561 -0.43786  N5 1.049
33 H 1.65357 -4.11623 1.04408  C21 1.103
34 H 2.07253 -3.97874 -3.63916  C18 1.101
35 H -2.12811 1.41303 0.21507  N6 1.022
36 H -3.12331 4.60549 0.27602  N5 1.004
37 H -0.05582 2.99033 4.94709  C25 1.093
38 H -2.16220 -5.01672 -0.55003  C11 1.089
39 H -2.33975 5.46716 2.26393  C13 1.099
40 H 0.42435 -3.43027 -4.12854  C18 1.096
41 H 2.60632 -3.98006 -1.18174  C15 1.085
42 H -0.74362 -5.99898 -1.05421  C11 1.089
43 H -1.18762 5.17762 4.41828  C19 1.086
44 H 1.46074 -5.70937 0.37219  C21 1.079
45 H 2.67531 -1.91777 -2.68682  C12 1.104
46 H -2.16448 0.19427 -3.69312  N7 1.021
47 H 2.11217 -1.59189 -4.30389  C12 1.096
48 H -1.24847 -3.03912 -1.69921  C20 1.097

Summary:
Kohn-Sham gap in eV: 7.5
Maximum force in eV Å⁻¹: 4.16
SMILES: Nc1ccccc1N/C=C1\C(=O)NC(=O)N(CCC2=CCCCC2)C1=O
ΔE to the lowest compared entry with this formula, charge and spin in kcal/mol: 10.7
LUMO energy in eV: -0.40


Density functional theory data (ωB97M-V/def2-TZVPD) for C19H22N4O3S in the gas phase in a non-equilibrium geometry.

Bonds (Å) are listed after each position.
Positions of all 49 atoms, in Å:
1 S 4.33753 0.23964 0.41513  C24 1.748, C25 1.835
2 O 0.65808 -1.64497 -1.83236  C16 1.401, C26 1.410
3 O -3.67716 1.36284 -0.19252  C9 1.413, C13 1.363
4 O 2.66728 1.49296 -1.96030  C20 1.212
5 N 1.74561 2.54374 -0.15519  C19 1.406, C20 1.355, H31 1.012
6 N 2.10980 0.72395 1.87173  C10 1.370, C24 1.306
7 N 2.05954 -1.21767 0.74533  C12 1.367, C24 1.366, C27 1.437
8 N -0.14787 -1.96501 1.38371  C12 1.322, C23 1.323
9 C -4.24063 0.31065 -0.94896  O3 1.413, C18 1.526, H28 1.097, H47 1.094
10 C 0.89959 0.12143 2.09230  N6 1.370, C11 1.387, C12 1.417
11 C -0.21333 0.49098 2.83313  C10 1.387, C17 1.383, H48 1.078
12 C 0.85689 -1.10616 1.38552  N7 1.367, N8 1.322, C10 1.417
13 C -2.34311 1.62260 -0.29852  O3 1.363, C15 1.390, C21 1.396
14 C -0.13576 1.39494 -1.23663  C15 1.383, C19 1.387, H35 1.076
15 C -1.47800 1.06304 -1.23121  C13 1.390, C14 1.383, H37 1.077
16 C 2.03171 -1.83722 -1.63790  O2 1.401, C27 1.542, H40 1.101, H45 1.094
17 C -1.27806 -0.39220 2.81340  C11 1.383, C23 1.394, H42 1.079
18 C -3.86244 -1.06628 -0.40991  C9 1.526, H41 1.087, H43 1.088, H46 1.087
19 C 0.37140 2.28080 -0.29787  N5 1.406, C14 1.387, C22 1.393
20 C 2.76324 1.99410 -0.86056  O4 1.212, N5 1.355, C25 1.523
21 C -1.83669 2.55103 0.61325  C13 1.396, C22 1.376, H38 1.078
22 C -0.49833 2.87177 0.61634  C19 1.393, C21 1.376, H29 1.081
23 C -1.19768 -1.58354 2.09352  N8 1.323, C17 1.394, H32 1.081
24 C 2.74805 -0.08292 1.06744  S1 1.748, N6 1.306, N7 1.366
25 C 4.08269 1.98206 -0.10078  S1 1.835, C20 1.523, H34 1.088, H36 1.088
26 C -0.13042 -2.81072 -1.74650  O2 1.410, H30 1.095, H44 1.089, H49 1.096
27 C 2.42708 -2.23479 -0.20096  N7 1.437, C16 1.542, H33 1.092, H39 1.092
28 H -3.96692 0.40377 -2.00712  C9 1.097
29 H -0.11447 3.57030 1.34618  C22 1.081
30 H -0.28723 -3.11375 -0.70618  C26 1.095
31 H 1.97749 2.94533 0.74393  N5 1.012
32 H -2.02461 -2.28050 2.09077  C23 1.081
33 H 3.50809 -2.38676 -0.16075  C27 1.092
34 H 4.92094 2.20046 -0.75963  C25 1.088
35 H 0.51520 0.93320 -1.95874  C14 1.076
36 H 4.09758 2.61732 0.78211  C25 1.088
37 H -1.82083 0.35222 -1.96461  C15 1.077
38 H -2.51536 2.99608 1.32345  C21 1.078
39 H 1.91368 -3.15241 0.09428  C27 1.092
40 H 2.41480 -2.61414 -2.31788  C16 1.101
41 H -4.20184 -1.16334 0.61835  C18 1.087
42 H -2.17975 -0.16749 3.36089  C17 1.079
43 H -2.78414 -1.20622 -0.42894  C18 1.088
44 H -1.09188 -2.55989 -2.19199  C26 1.089
45 H 2.49231 -0.87947 -1.89694  C16 1.094
46 H -4.33300 -1.83893 -1.01203  C18 1.087
47 H -5.32015 0.46300 -0.86008  C9 1.094
48 H -0.24123 1.41144 3.39409  C11 1.078
49 H 0.32231 -3.63526 -2.30980  C26 1.096

Summary:
Kohn-Sham gap in eV: 8.3
Maximum force in eV Å⁻¹: 1.05
SMILES: CCOc1ccc(NC(=O)CSc2nc3cccnc3n2CCOC)cc1
ΔE to the lowest compared entry with this formula, charge and spin in kcal/mol: 30.7
LUMO energy in eV: 0.51


Density functional theory data (ωB97M-V/def2-TZVPD) for C19H22N4O4S in the gas phase.

Bonds (Å) are listed after each position.
Positions of all 50 atoms, in Å:
1 S 4.98446 1.55889 0.10850  O3 1.431, O4 1.428, N8 1.699, C23 1.788
2 O 1.72696 -5.08048 0.48549  C19 1.202
3 O 6.10999 1.37301 0.97312  S1 1.431
4 O 5.11465 2.41744 -1.02462  S1 1.428
5 O -1.50845 0.00314 -1.63450  C15 1.217
6 N 2.99103 -3.19541 0.95300  C11 1.374, C19 1.384, H44 1.006
7 N -2.43726 0.63578 0.32734  C15 1.351, C18 1.449, H48 1.007
8 N 3.75698 2.14554 1.12599  S1 1.699, C17 1.391, H34 1.009
9 N 2.15440 -3.41397 -1.07048  C10 1.372, C19 1.383, H36 1.006
10 C 2.84032 -2.22555 -1.05650  N9 1.372, C11 1.413, C21 1.382
11 C 3.37604 -2.08351 0.24304  N6 1.374, C10 1.413, C24 1.379
12 C 3.78491 -0.14716 -1.67699  C21 1.388, C23 1.383, H32 1.077
13 C 0.77381 1.62064 -0.92436  C14 1.378, C25 1.393, H42 1.079
14 C 2.02428 2.04253 -0.52784  C13 1.378, C17 1.394, H29 1.077
15 C -1.40192 0.50284 -0.53006  O5 1.217, N7 1.351, C25 1.493
16 C 1.57297 1.24540 1.69771  C17 1.392, C26 1.382, H43 1.081
17 C 2.44660 1.82765 0.78300  N8 1.391, C14 1.394, C16 1.392
18 C -3.78992 0.22177 0.01126  N7 1.449, C22 1.531, C27 1.535, H33 1.095
19 C 2.22397 -4.03401 0.16331  O2 1.202, N6 1.384, N9 1.383
20 C -4.34093 2.50211 -0.94428  C22 1.524, H30 1.087, H40 1.087, H41 1.088
21 C 3.05337 -1.27137 -2.03307  C10 1.382, C12 1.388, H31 1.077
22 C -4.72961 1.42952 0.06632  C18 1.531, C20 1.524, H47 1.094, H50 1.090
23 C 4.28005 -0.00632 -0.39329  S1 1.788, C12 1.383, C24 1.386
24 C 4.09855 -0.96223 0.59398  C11 1.379, C23 1.386, H35 1.078
25 C -0.09531 1.01509 -0.02017  C13 1.393, C15 1.493, C26 1.391
26 C 0.30931 0.85214 1.30014  C16 1.382, C25 1.391, H49 1.081
27 C -4.21794 -0.90367 0.96408  C18 1.535, C28 1.523, H39 1.092, H45 1.093
28 C -5.46302 -1.64341 0.49124  C27 1.523, H37 1.087, H38 1.087, H46 1.087
29 H 2.70015 2.52392 -1.21516  C14 1.077
30 H -4.35971 2.09511 -1.95219  C20 1.087
31 H 2.64981 -1.38445 -3.02549  C21 1.077
32 H 3.98008 0.63802 -2.38811  C12 1.077
33 H -3.74529 -0.16615 -1.01196  C18 1.095
34 H 3.99568 1.99625 2.09530  N8 1.009
35 H 4.51679 -0.81684 1.57635  C24 1.078
36 H 1.63011 -3.78473 -1.84487  N9 1.006
37 H -5.67740 -2.47659 1.15617  C28 1.087
38 H -6.33074 -0.98923 0.47905  C28 1.087
39 H -3.39213 -1.61525 1.03615  C27 1.092
40 H -5.03320 3.33920 -0.89530  C20 1.087
41 H -3.33744 2.87363 -0.74855  C20 1.088
42 H 0.44920 1.74751 -1.94564  C13 1.079
43 H 1.89447 1.08932 2.71785  C16 1.081
44 H 3.22112 -3.39938 1.91039  N6 1.006
45 H -4.39161 -0.48819 1.96024  C27 1.093
46 H -5.31133 -2.03515 -0.51151  C28 1.087
47 H -4.71287 1.84936 1.07613  C22 1.094
48 H -2.29694 1.11336 1.20327  N7 1.007
49 H -0.34095 0.36934 2.01591  C26 1.081
50 H -5.74609 1.09454 -0.13938  C22 1.090

Summary:
Kohn-Sham gap in eV: 9.0
Maximum force in eV Å⁻¹: 0.93
SMILES: CCC(CC)NC(=O)c1ccc(NS(=O)(=O)c2ccc3[nH]c(=O)[nH]c3c2)cc1
ΔE to the lowest compared entry with this formula, charge and spin in kcal/mol: 9.6
LUMO energy in eV: 0.35


Density functional theory data (ωB97M-V/def2-TZVPD) for C19H22N4O4S3 in the gas phase in a non-equilibrium geometry.

Bonds (Å) are listed after each position.
Positions of all 52 atoms, in Å:
1 S -1.51943 -0.78979 0.38769  O6 1.435, O7 1.441, N9 1.672, C28 1.793
2 S 5.43565 1.62884 0.15690  C22 1.836, C23 1.724
3 S 4.18464 -3.89655 0.98191  C24 1.734, C26 1.714
4 O 3.19243 4.18595 0.89487  C17 1.208
5 O 4.49074 -0.87363 0.27926  C23 1.345, C27 1.366
6 O -1.83683 -1.42901 1.63309  S1 1.435
7 O -0.64762 -1.50807 -0.50671  S1 1.441
8 N 2.92098 -0.86016 -1.26403  N10 1.344, C27 1.299
9 N -2.95685 -0.37898 -0.36177  S1 1.672, C14 1.449, C29 1.449
10 N 3.52423 0.34076 -1.27374  N8 1.344, C23 1.302
11 N 2.23054 2.55883 -0.38946  C17 1.358, C18 1.398, H42 1.022
12 C -0.76782 2.95067 1.75065  C19 1.384, C25 1.392, H33 1.080
13 C 1.92091 -3.49848 -0.19864  C15 1.405, C24 1.373, H44 1.075
14 C -4.08761 -1.24317 -0.09192  N9 1.449, C30 1.526, H41 1.094, H50 1.091
15 C 1.86267 -4.79008 0.35114  C13 1.405, C26 1.362, H46 1.075
16 C -2.70708 1.41475 2.21956  C25 1.492, H37 1.087, H38 1.087, H48 1.089
17 C 3.25893 3.33550 0.03908  O4 1.208, N11 1.358, C22 1.530
18 C 1.01222 2.34041 0.26044  N11 1.398, C19 1.391, C21 1.395
19 C 0.42803 3.25889 1.12680  C12 1.384, C18 1.391, H40 1.078
20 C -3.14948 1.62738 -1.76201  C29 1.527, H32 1.087, H47 1.087, H51 1.087
21 C 0.37548 1.11969 0.03888  C18 1.395, C28 1.378, H39 1.080
22 C 4.56896 3.01230 -0.68237  S2 1.836, C17 1.530, H43 1.088, H49 1.089
23 C 4.43639 0.31661 -0.34485  S2 1.724, O5 1.345, N10 1.302
24 C 3.12233 -2.88588 0.05658  S3 1.734, C13 1.373, C27 1.422
25 C -1.41288 1.73409 1.54863  C12 1.392, C16 1.492, C28 1.391
26 C 3.00508 -5.13947 1.00531  S3 1.714, C15 1.362, H34 1.072
27 C 3.49282 -1.57133 -0.33962  O5 1.366, N8 1.299, C24 1.422
28 C -0.80644 0.82861 0.68424  S1 1.793, C21 1.378, C25 1.391
29 C -2.78822 0.14523 -1.70235  N9 1.449, C20 1.527, H31 1.093, H52 1.094
30 C -3.94717 -2.63569 -0.70095  C14 1.526, H35 1.087, H36 1.088, H45 1.087
31 H -1.74362 0.00149 -1.98977  C29 1.093
32 H -3.02799 1.99651 -2.77697  C20 1.087
33 H -1.21059 3.67412 2.41919  C12 1.080
34 H 3.22713 -6.06015 1.50787  C26 1.072
35 H -4.80244 -3.24944 -0.42990  C30 1.087
36 H -3.88269 -2.58617 -1.78575  C30 1.088
37 H -2.65819 0.42267 2.66151  C16 1.087
38 H -2.93493 2.14870 2.98834  C16 1.087
39 H 0.80007 0.37454 -0.61780  C21 1.080
40 H 0.92024 4.19831 1.31721  C19 1.078
41 H -4.98950 -0.74401 -0.45818  C14 1.094
42 H 2.46793 1.83151 -1.06763  N11 1.022
43 H 4.42425 2.73586 -1.72431  C22 1.088
44 H 1.11613 -3.00487 -0.71338  C13 1.075
45 H -3.04023 -3.09924 -0.32103  C30 1.087
46 H 1.00600 -5.43346 0.26849  C15 1.075
47 H -4.18290 1.77603 -1.45838  C20 1.087
48 H -3.51221 1.40628 1.48595  C16 1.089
49 H 5.25180 3.85534 -0.58975  C22 1.089
50 H -4.14668 -1.33015 0.99434  C14 1.091
51 H -2.50682 2.20262 -1.10063  C20 1.087
52 H -3.41038 -0.41470 -2.40603  C29 1.094

Summary:
Kohn-Sham gap in eV: 8.6
Maximum force in eV Å⁻¹: 1.62
SMILES: CCN(CC)S(=O)(=O)c1cc(NC(=O)CSc2nnc(-c3cccs3)o2)ccc1C
ΔE to the lowest compared entry with this formula, charge and spin in kcal/mol: 0.0
LUMO energy in eV: 0.22